# C4H14NO3

4 unconnected molecules or ions with the total composition C4H14NO3 at a distorted geometry (the ωB97M-V functional and the def2-TZVPD basis, the Open Molecules 2025 dataset).

Each atom is followed by the atoms it is bonded to, with distances in Å.
CARTESIAN COORDINATES (ANGSTROEM)
1 O -1.134 -0.979 -0.173  C13 1.210
2 O -0.318 -1.343 -2.457  H19 0.962, H22 0.979
3 H -1.067 2.344 2.257  C18 1.088
4 H 0.182 -2.595 2.666  N9 1.010
5 H 1.262 -2.990 1.526  N9 1.014
6 H 0.666 2.601 1.934  C18 1.088
7 H 0.411 1.596 -3.489  O16 0.964
8 H -1.260 0.892 -0.696  C13 1.091
9 N 0.620 -2.263 1.819  H4 1.010, H5 1.014, H12 1.010
10 C 0.856 0.388 0.180  C13 1.627, C15 1.475, H17 1.083, H21 1.081
11 H 0.022 0.249 -2.778  O16 0.982
12 H -0.046 -2.137 1.070  N9 1.010
13 C -0.733 0.160 -0.082  O1 1.210, H8 1.091, C10 1.627, C15 1.597
14 H -0.554 2.721 0.667  C18 1.096
15 C -0.083 0.696 1.275  C10 1.475, C13 1.597, C18 1.498, H20 1.083
16 O 0.287 1.183 -2.627  H7 0.964, H11 0.982
17 H 1.220 1.204 -0.433  C10 1.083
18 C -0.254 2.157 1.557  H3 1.088, H6 1.088, H14 1.096, C15 1.498
19 H -0.703 -1.994 -3.052  O2 0.962
20 H -0.094 -0.017 2.090  C15 1.083
21 H 1.452 -0.503 0.317  C10 1.081
22 H -0.733 -1.370 -1.570  O2 0.979

As for the molecular weight: 124.2 g/mol. The total energy is -11996.6658 eV. The value obtained for the HOMO energy is -14.08 eV. As for the total charge: +1. The calculation puts the HOMO-LUMO gap at 5.77 eV. The spin multiplicity is 1. Its energy above the lowest of the compared OMol25 structures with the same formula, charge and spin is 118.6 kcal per mole. The value obtained for the lowest unoccupied orbital energy is -8.3 eV.

These are the natural (NBO) partial charges, in e, on atoms 1 to 8: -0.3339 -0.9444 0.2562 0.3845 0.3841 0.2818 0.4949 0.2385

# C4H14NOS2

2 unconnected molecules or ions with the total composition C4H14NOS2 at a distorted geometry (the ωB97M-V functional and the def2-TZVPD basis, the Open Molecules 2025 dataset).

Each atom is followed by the atoms it is bonded to, with distances in Å.
CARTESIAN COORDINATES (ANGSTROEM)
1 H -1.447 2.504 -0.937  C19 1.074
2 H 0.760 0.616 -1.790  C7 1.095
3 H 0.457 -2.142 1.480  C12 1.077
4 H 0.456 1.013 1.163  C18 1.097
5 H -1.756 -0.998 2.589  O20 0.959
6 H 1.658 1.961 0.257  C18 1.079
7 C 0.203 1.082 -0.971  H2 1.095, N9 1.534, C18 1.517, C19 1.519
8 H -0.522 2.507 -2.386  C19 1.070
9 N -0.879 0.013 -0.773  C7 1.534, H10 1.001, H21 1.019, H22 1.015
10 H -1.636 0.130 -1.418  N9 1.001
11 H 1.312 -3.695 0.852  C12 1.081
12 C 0.728 -2.803 0.673  H3 1.077, H11 1.081, S13 1.821, H16 1.087
13 S 1.587 -1.788 -0.571  C12 1.821, S17 1.957
14 H 0.084 3.213 -0.824  C19 1.086
15 H -0.822 0.036 2.174  O20 0.973
16 H -0.197 -3.177 0.241  C12 1.087
17 S 2.389 -0.210 0.263  S13 1.957, C18 1.813
18 C 1.084 1.047 0.264  H4 1.097, H6 1.079, C7 1.517, S17 1.813
19 C -0.449 2.409 -1.323  H1 1.074, C7 1.519, H8 1.070, H14 1.086
20 O -1.255 -0.755 1.808  H5 0.959, H15 0.973
21 H -1.296 -0.064 0.154  N9 1.019
22 H -0.460 -0.899 -0.925  N9 1.015

As for the molecular weight: 156.3 g/mol. The total energy is -29576.8531 eV. The value obtained for the HOMO energy is -12.79 eV. As for the total charge: +1. The calculation puts the HOMO-LUMO gap at 9.73 eV. The spin multiplicity is 1. Its energy above the lowest of the compared OMol25 structures with the same formula, charge and spin is 12.0 kcal per mole. The value obtained for the lowest unoccupied orbital energy is -3.1 eV.

These are the natural (NBO) partial charges, in e, on atoms 1 to 8: 0.2245 0.2333 0.2475 0.1909 0.5093 0.2602 -0.0428 0.2464